1.
C22H23BrClIN4O8Zr | wB97M-V/def2-TZVPD

Results
Charge   +2
Kohn-Sham gap   7.85 eV
HOMO level   -14.216 eV
ΔE to the lowest compared entry with this formula, charge and spin   37.0 kcal per mole

Geometry as XYZ:
```
61
C22H23BrClIN4O8Zr (wB97M-V/def2-TZVPD)
Zr -0.56794 0.97338 0.08019
C -3.17664 -2.77344 -0.53507
C -1.75532 -3.09420 -0.19035
N -1.34669 -4.34675 -0.27265
C -0.08948 -4.66460 0.05527
C 0.84403 -3.75570 0.50788
C 2.23225 -4.20850 0.89778
O 2.55102 -3.88188 2.24269
C 0.43934 -2.40704 0.58647
C 1.31641 -1.41547 1.18336
N 1.13130 -0.13778 1.20491
C 2.05420 0.59928 2.02120
C 3.42662 0.52431 1.84956
C 4.26257 1.24933 2.68774
C 3.73527 2.04790 3.69087
C 2.35958 2.13698 3.86708
C 1.54486 1.41084 3.02296
I -0.54053 1.49290 3.19086
C -0.86352 -2.08670 0.21578
O -1.27535 -0.80761 0.24966
H -3.74057 -3.69922 -0.60606
H -3.23802 -2.25659 -1.49468
H -3.62843 -2.12734 0.21875
H 0.17125 -5.71282 -0.03829
H 2.98345 -3.71138 0.28047
H 2.32772 -5.27910 0.71016
H 2.18983 -4.55090 2.83378
H 2.16882 -1.81388 1.73002
H 3.83737 -0.09059 1.05849
H 5.33361 1.19081 2.55208
H 4.39194 2.61057 4.33959
H 1.94238 2.76027 4.64567
O -6.73127 2.98805 0.12458
C -5.45900 2.65371 0.25052
C -4.66993 2.94251 1.36777
C -3.36267 2.52981 1.38036
N -2.77801 1.84685 0.37391
C -3.55363 1.62614 -0.69630
Br -2.68047 0.78690 -2.14958
C -4.86683 1.98067 -0.82325
H -7.07199 3.46162 0.89575
H -5.06748 3.48856 2.21255
H -2.74196 2.77745 2.22751
H -5.43286 1.76758 -1.71811
O 0.98284 2.56544 0.40939
Cl 0.50292 3.64912 -0.51964
O 1.50148 3.94228 -1.46426
O 0.04274 4.74758 0.21943
O -0.63445 2.93002 -1.17544
C 1.64858 -1.42279 -3.41173
N 1.67387 0.03643 -3.50909
C 2.33113 0.60483 -4.68920
C 1.14272 0.80614 -2.60906
O 0.56378 0.35625 -1.56752
H 2.67193 -1.79492 -3.42834
H 1.11343 -1.82701 -4.26987
H 1.15671 -1.72363 -2.49247
H 3.36917 0.27852 -4.71337
H 2.29347 1.69013 -4.64726
H 1.82318 0.25610 -5.58650
H 1.21132 1.88059 -2.77688
```

Mulliken population analysis, charges in e, atoms 1 to 2: 1.236, -1.114

---

2.
C22H23BrIN3NiO3Si | wB97M-V/def2-TZVPD

Results
Kohn-Sham gap (alpha / beta)   7.13 / 7.08 eV
HOMO level (alpha / beta)   -8.250 / -8.250 eV
ΔE to the lowest compared entry with this formula, charge and spin   0.3 kcal per mole

Geometry as XYZ:
```
55
C22H23BrIN3NiO3Si (wB97M-V/def2-TZVPD)
Ni 1.51302 0.23844 -0.12351
O -1.42503 -0.23229 2.91268
C -1.64158 1.07137 3.13416
C -2.70934 1.41004 3.96595
C -2.98070 2.73121 4.25276
C -2.20829 3.75311 3.70511
C -1.17408 3.43645 2.85226
C -0.87401 2.10467 2.55127
C 0.19165 1.78240 1.60437
O 0.68452 0.58770 1.58013
N 0.64009 2.72230 0.77350
N 1.41792 2.14869 -0.14186
C 2.24475 2.77713 -0.89983
C 3.05378 1.92542 -1.74751
C 3.86347 2.37087 -2.78758
C 4.61962 1.45237 -3.49039
C 4.55481 0.10826 -3.14239
C 3.71008 -0.26910 -2.11500
N 2.98595 0.61011 -1.43300
H -0.57972 -0.31957 2.42633
H -3.30299 0.60701 4.38228
H -3.80390 2.97165 4.91368
H -2.42341 4.78636 3.94205
H -0.57474 4.20859 2.38874
H 2.36464 3.85322 -0.85723
H 3.88366 3.42515 -3.02839
H 5.24855 1.77316 -4.31013
H 5.14926 -0.63183 -3.65760
H 3.60594 -1.30353 -1.81192
Br -3.07658 -2.31080 0.40048
C -3.80289 -0.82854 -0.51420
C -5.18273 -0.67241 -0.50781
C -5.76309 0.42513 -1.12083
C -4.96109 1.38135 -1.72588
C -3.58609 1.22083 -1.74449
C -3.00391 0.10691 -1.15791
I -0.88005 -0.15116 -1.33817
H -5.79044 -1.42278 -0.02157
H -6.83983 0.52767 -1.12346
H -5.40360 2.25318 -2.18910
H -2.95175 1.95894 -2.21662
C 0.80063 -3.86693 -1.61227
Si 1.80265 -3.16683 -0.15769
C 1.04303 -3.89011 1.42715
C 3.55239 -3.86851 -0.37011
O 1.79778 -1.57968 -0.10814
H 0.93045 -4.95099 -1.67122
H 1.13713 -3.42976 -2.55669
H -0.26214 -3.65614 -1.50012
H 1.11988 -4.98036 1.41817
H -0.01065 -3.61319 1.49912
H 1.56696 -3.50769 2.30557
H 3.53784 -4.94909 -0.20858
H 4.26170 -3.43261 0.33757
H 3.93048 -3.69579 -1.38214
```

Mulliken population analysis, charges in e, atoms 1 to 2: -0.531, -0.631

---

3.
C22H23BrN4ORh | wB97M-V/def2-TZVPD

Results
Charge   +3
Kohn-Sham gap (alpha / beta)   7.77 / 5.57 eV
Multiplicity   5
HOMO level (alpha / beta)   -16.549 / -16.673 eV

Geometry as XYZ:
```
52
C22H23BrN4ORh (wB97M-V/def2-TZVPD)
Rh -0.09033 0.13057 -0.11636
Br 5.77684 4.88907 -0.75665
C 4.58086 3.50750 -0.72623
C 4.98760 2.20303 -1.10462
C 4.08217 1.19330 -1.08336
C 2.71681 1.40367 -0.67862
O 1.93417 0.40105 -0.69783
C 2.31313 2.74272 -0.29381
C 0.95991 3.12376 0.08278
N -0.02649 2.32846 0.25660
C -1.33049 2.82609 0.52625
C -1.62674 3.98489 1.19205
C -2.96445 4.41172 1.32073
C -3.98375 3.68766 0.77355
C -3.71281 2.46818 0.10431
C -4.71076 1.66793 -0.49341
C -4.36574 0.49933 -1.12016
C -3.02697 0.10509 -1.12094
N -2.06173 0.82027 -0.56073
C -2.38117 2.02163 0.01943
C 3.24639 3.75030 -0.33507
H 6.00990 2.02853 -1.41173
H 4.35917 0.19084 -1.38015
H 0.79170 4.19669 0.18714
H -0.83861 4.58197 1.63444
H -3.17631 5.32973 1.85090
H -5.00736 4.03009 0.85188
H -5.74425 1.99061 -0.45969
H -5.10651 -0.12064 -1.60401
H -2.73236 -0.82191 -1.60039
H 2.96201 4.76046 -0.06664
C -0.78596 -4.29136 1.03954
C -0.95595 -2.76271 0.88903
N 0.19097 -2.17380 0.15465
C 0.31470 -2.83320 -1.16764
C 0.58931 -4.34545 -1.00523
N 0.54895 -4.66124 0.46168
C 1.64373 -3.92530 1.17784
C 1.43536 -2.41492 0.92948
H -1.54599 -4.85136 0.49868
H -0.79570 -4.60867 2.08007
H -1.02066 -2.28677 1.86652
H -1.87219 -2.53993 0.34451
H 1.12542 -2.35668 -1.71694
H -0.61050 -2.67522 -1.72113
H 1.57041 -4.63435 -1.37621
H -0.16217 -4.95800 -1.49876
H 0.69235 -5.66529 0.58525
H 2.59362 -4.28254 0.78600
H 1.58172 -4.18816 2.23182
H 2.26751 -1.99061 0.37156
H 1.36126 -1.88700 1.87962
```

Mulliken population analysis, charges in e, atoms 1 to 2: 0.971, 0.055

---

4.
C22H23CrN9O4S | wB97M-V/def2-TZVPD

Results
Charge   +1
Kohn-Sham gap (alpha / beta)   8.14 / 7.68 eV
Multiplicity   4
HOMO level (alpha / beta)   -10.790 / -10.846 eV
ΔE to the lowest compared entry with this formula, charge and spin   0.0 kcal per mole

Geometry as XYZ:
```
60
C22H23CrN9O4S (wB97M-V/def2-TZVPD)
Cr 0.07039 0.01240 -0.25843
C -2.97534 -3.95492 3.93530
C -2.76581 -2.51415 3.66953
N -3.32198 -1.53062 4.30498
N -2.84042 -0.42585 3.68972
C -1.98710 -0.68863 2.69472
S -1.18192 0.55123 1.82652
N -1.93603 -2.03510 2.67945
N -1.30888 -2.85600 1.72620
H -3.68079 -4.05502 4.75563
H -2.04308 -4.44655 4.22038
H -3.37689 -4.45876 3.05512
H -3.10467 0.49224 4.00539
H -0.48368 -2.37118 1.35825
H -0.96491 -3.67110 2.22703
C -2.65661 -1.58268 -0.83883
N -1.30706 -1.13726 -1.23659
C -0.87557 -1.48294 -2.41437
C 0.38498 -1.02796 -2.84446
C 1.17709 -1.24439 -3.97031
C 2.36682 -0.54894 -3.74677
C 2.25290 0.06120 -2.49690
N 1.05743 -0.21684 -1.95166
C -3.72709 -0.98573 -1.71418
C -4.36093 -1.74075 -2.69156
C -5.31801 -1.16498 -3.52055
C -5.65317 0.17024 -3.37005
C -5.03713 0.92980 -2.38034
C -4.08062 0.35440 -1.56078
H -2.81115 -1.28005 0.19253
H -2.68926 -2.67298 -0.85623
H -1.48980 -2.10975 -3.05835
H 0.91602 -1.83721 -4.83317
H 3.21974 -0.49149 -4.40313
H 2.97729 0.67612 -1.98302
H -4.11003 -2.78989 -2.80639
H -5.80498 -1.76525 -4.27806
H -6.40427 0.61700 -4.00810
H -5.32499 1.96485 -2.23942
H -3.62265 0.93349 -0.76453
O 4.68699 -0.72236 3.23977
C 4.63247 0.53317 2.82520
O 5.40765 1.37579 3.18534
C 3.50641 0.91691 1.91513
C 3.30212 2.21912 1.50385
N 2.20876 2.23080 0.72600
N 1.69798 1.00426 0.58734
C 2.47139 0.19653 1.30206
C 2.04696 -1.23582 1.32991
O 2.64643 -2.05890 1.99492
O 1.01021 -1.48181 0.58780
H 3.93837 -1.26684 2.89798
H 3.86743 3.10945 1.72671
H 1.78672 3.01271 0.25508
C -2.01301 3.45336 -2.55785
C -1.31365 2.48793 -1.72645
N -0.78942 1.71739 -1.06724
H -2.85613 3.85934 -2.00126
H -2.37107 2.94493 -3.45248
H -1.33231 4.25552 -2.83779
```

Mulliken population analysis, charges in e, atoms 1 to 2: -0.386, -1.357

---

Question: Number 1 is which compound?
Answer: C22H23BrClIN4O8Zr